(1)
This record from OMol25 describes a structure of composition C45H31F2MgN2O4PS2. The level of theory is ωB97M-V with the def2-TZVPD basis set.

Geometry (Å):
C -4.000 -0.249 -3.665
H -5.220 -0.921 3.967
H 4.904 1.820 -0.034
C 5.179 -3.308 -2.603
O 3.912 2.791 -2.097
C -1.633 2.378 1.819
C 3.335 0.366 -3.649
C 4.113 2.279 -7.354
N 1.767 0.677 -0.122
C -1.400 0.448 -2.775
H 2.666 -0.403 2.912
H -4.076 0.552 0.377
H 4.884 -0.487 -9.132
H -5.872 -4.600 6.758
C 2.772 0.074 1.949
H -0.777 -0.345 -4.692
S -2.469 -2.123 3.774
C 4.169 -0.227 -4.533
C 4.053 1.719 -6.090
C -2.530 0.672 -1.957
H 4.810 0.688 2.212
H -0.608 -1.193 2.932
C -5.014 0.098 4.274
H 3.521 -1.951 -2.587
C -2.821 1.672 1.696
C -3.844 0.371 4.981
C -5.885 1.121 3.932
H 3.817 2.333 -5.229
C 6.391 -3.656 -3.190
F -4.914 0.582 -1.696
C -3.792 -1.927 6.584
C -5.589 2.434 4.284
C 4.424 1.500 -8.464
P -2.701 -1.010 5.413
H 0.128 2.990 0.722
H 6.569 -1.167 -5.477
H -4.183 3.733 5.251
C 0.384 -0.570 1.402
C -3.959 -1.447 7.880
C 1.703 0.084 1.066
C 4.463 -2.214 -3.053
F -3.067 -1.056 -5.656
H -3.392 -0.577 8.190
C 2.511 0.875 -2.841
H 3.920 3.339 -7.475
C -1.608 -0.142 -4.024
H 4.475 1.941 -9.453
H -1.323 2.802 2.764
C -5.510 -3.221 8.362
H -6.176 -3.725 9.053
C 4.928 -1.413 -4.109
C -3.790 0.330 -2.430
C 6.157 -1.774 -4.681
S -1.137 -0.302 6.387
H 7.822 -3.115 -4.696
C -3.170 1.127 0.475
C 6.871 -2.875 -4.231
H -4.935 -1.705 9.770
C 4.291 0.351 -5.882
C -5.340 -3.710 7.075
H -4.994 -0.500 -4.005
C 2.737 2.010 -1.842
C -2.308 1.276 -0.613
H -4.334 -3.444 5.186
H 4.783 -3.900 -1.785
C -4.486 -3.065 6.189
C -0.829 2.480 0.700
H -6.258 3.236 3.998
C -4.815 -2.087 8.763
C -4.425 2.711 4.985
O 0.283 -0.821 2.700
C -2.880 -0.479 -4.436
C 4.590 -0.420 -7.014
H -2.643 1.881 5.881
Mg 0.409 1.221 -1.854
H -6.785 0.899 3.372
N -1.152 1.939 -0.473
H 6.950 -4.516 -2.839
O -0.448 -0.817 0.568
C -3.559 1.682 5.339
C 2.888 1.303 -0.488
H 4.747 -1.485 -6.901
H -3.464 1.528 2.554
H 3.531 3.674 -2.179
C 4.017 1.316 0.319
C 4.659 0.145 -8.279
O 1.633 2.807 -1.784
C 3.951 0.690 1.552

Net charge: -2
DFT total energy: -100183.47251 eV
HOMO-LUMO gap: 5.86 eV
ΔE to the lowest compared entry with this formula, charge and spin: 0.0 kJ/mol
Lowest unoccupied orbital energy: 3.937 eV
HOMO: -1.9261 eV

Charge distribution, Löwdin scheme, values in e: atom 1 (C): 0.03, atom 2 (H): 0.09, atom 3 (H): 0.11, atom 4 (C): -0.11, atom 5 (O): -0.01, atom 6 (C): -0.05, atom 7 (C): -0.03, atom 8 (C): -0.11, atom 9 (N): 0.15, atom 10 (C): -0.07, atom 11 (H): 0.11, atom 12 (H): 0.11, atom 13 (H): 0.09, atom 14 (H): 0.09, atom 15 (C): 0.00, atom 16 (H): 0.10, atom 17 (S): 0.23, atom 18 (C): -0.18, atom 19 (C): -0.03, atom 20 (C): -0.15, atom 21 (H): 0.10, atom 22 (H): -0.02, atom 23 (C): -0.12, atom 24 (H): 0.11, atom 25 (C): -0.04, atom 26 (C): -0.39, atom 27 (C): -0.10, atom 28 (H): 0.11, atom 29 (C): -0.14, atom 30 (F): 0.03, atom 31 (C): -0.37, atom 32 (C): -0.11, atom 33 (C): -0.14, atom 34 (P): -0.02, atom 35 (H): 0.12, atom 36 (H): 0.10, atom 37 (H): 0.10, atom 38 (C): -0.48, atom 39 (C): -0.11, atom 40 (C): -0.16, atom 41 (C): -0.03, atom 42 (F): 0.02, atom 43 (H): 0.08, atom 44 (C): -0.01, atom 45 (H): 0.09, atom 46 (C): -0.07, atom 47 (H): 0.08, atom 48 (H): 0.10, atom 49 (C): -0.12, atom 50 (H): 0.09, atom 51 (C): -0.18, atom 52 (C): -0.22, atom 53 (C): -0.06, atom 54 (S): 0.13, atom 55 (H): 0.09, atom 56 (C): 0.01, atom 57 (C): -0.12, atom 58 (H): 0.09, atom 59 (C): -0.18, atom 60 (C): -0.10, atom 61 (H): 0.12, atom 62 (C): -0.69, atom 63 (C): -0.21, atom 64 (H): 0.05, atom 65 (H): 0.09, atom 66 (C): -0.12, atom 67 (C): -0.12, atom 68 (H): 0.09, atom 69 (C): -0.10, atom 70 (C): -0.10, atom 71 (O): 0.06, atom 72 (C): -0.29, atom 73 (C): -0.06, atom 74 (H): 0.05, atom 75 (Mg): 0.71, atom 76 (H): 0.10, atom 77 (N): 0.06, atom 78 (H): 0.08, atom 79 (O): 0.12, atom 80 (C): -0.12, atom 81 (C): -0.16, atom 82 (H): 0.10, atom 83 (H): 0.08, atom 84 (H): 0.09, atom 85 (C): 0.02, atom 86 (C): -0.12, atom 87 (O): -0.22, atom 88 (C): -0.05

***

(2)
This record from OMol25 describes a structure of composition C18H22FeN5O7P2 in a non-equilibrium geometry. The level of theory is ωB97M-V with the def2-TZVPD basis set.

Geometry (Å):
H 0.141 2.808 4.275
O -1.540 -1.626 -3.545
C -2.437 -4.172 -1.815
N -0.172 2.530 3.361
H -2.034 2.284 -0.587
C -1.356 4.619 2.512
C -1.149 2.472 1.373
N -0.567 1.229 1.622
O -3.605 -2.156 -1.342
H 0.575 1.445 -2.342
C 2.411 1.240 -3.456
C 1.581 1.052 -2.370
C -2.059 5.063 1.410
N 0.782 -0.905 2.350
P -1.095 -1.732 -2.043
O 0.285 -2.493 -2.092
O -1.042 -0.395 -1.347
H 1.585 0.365 3.869
C 4.244 0.028 -2.417
H -1.153 -0.896 -4.048
O -2.329 -1.321 1.035
C -2.304 4.233 0.303
H 4.423 -1.268 0.204
H -3.085 -1.384 1.636
C -2.331 -2.778 -1.218
C 2.164 -1.229 1.954
C -1.853 2.930 0.263
H -3.551 -1.260 -0.983
H -1.170 5.263 3.361
H -3.164 -4.743 -1.241
H 2.313 -2.310 1.945
P -1.803 -2.820 0.558
H -2.766 -4.103 -2.851
C -0.907 3.304 2.464
H 5.256 -0.353 -2.432
H -1.481 -4.696 -1.778
O -0.291 -2.514 0.527
C 3.401 -0.155 -1.327
H 2.881 -0.820 2.671
N 1.523 -0.015 -0.066
C 2.095 0.327 -1.298
O -2.377 -3.897 1.361
C 0.631 0.107 3.403
Fe -0.282 -0.435 0.538
C 2.443 -0.672 0.593
N 3.592 -0.791 -0.101
C -0.015 1.312 2.800
H 0.285 -1.756 2.576
H 2.054 1.804 -4.308
H 4.335 0.900 -4.356
H -2.433 6.078 1.399
C 3.720 0.731 -3.482
H 0.502 -2.783 -1.181
H -2.859 4.631 -0.536
H -0.011 -0.279 4.197

Net charge: +1
DFT total energy: -93774.10115 eV
HOMO-LUMO gap (spin up / spin down): 9.29 / 9.20 eV
Lowest unoccupied orbital energy (spin up / spin down): -2.297 / -2.293 eV
HOMO (spin up / spin down): -11.5884 / -11.4955 eV

Charge distribution, natural (NBO) scheme, values in e: atom 1 (H): 0.43, atom 2 (O): -0.96, atom 3 (C): -0.63, atom 4 (N): -0.51, atom 5 (H): 0.23, atom 6 (C): -0.22, atom 7 (C): 0.15, atom 8 (N): -0.54, atom 9 (O): -0.69, atom 10 (H): 0.24, atom 11 (C): -0.21, atom 12 (C): -0.22, atom 13 (C): -0.19, atom 14 (N): -0.60, atom 15 (P): 2.38, atom 16 (O): -0.99, atom 17 (O): -1.12, atom 18 (H): 0.22, atom 19 (C): -0.22, atom 20 (H): 0.53, atom 21 (O): -1.03, atom 22 (C): -0.21, atom 23 (H): 0.43, atom 24 (H): 0.54, atom 25 (C): -0.48, atom 26 (C): -0.27, atom 27 (C): -0.22, atom 28 (H): 0.48, atom 29 (H): 0.23, atom 30 (H): 0.25, atom 31 (H): 0.25, atom 32 (P): 2.34, atom 33 (H): 0.24, atom 34 (C): 0.10, atom 35 (H): 0.23, atom 36 (H): 0.23, atom 37 (O): -1.21, atom 38 (C): 0.10, atom 39 (H): 0.22, atom 40 (N): -0.51, atom 41 (C): 0.15, atom 42 (O): -1.06, atom 43 (C): -0.27, atom 44 (Fe): 1.12, atom 45 (C): 0.42, atom 46 (N): -0.51, atom 47 (C): 0.41, atom 48 (H): 0.43, atom 49 (H): 0.23, atom 50 (H): 0.23, atom 51 (H): 0.23, atom 52 (C): -0.19, atom 53 (H): 0.54, atom 54 (H): 0.23, atom 55 (H): 0.24

***

(3)
This record from OMol25 describes the molecule C4H8O2 in a non-equilibrium geometry. The level of theory is ωB97M-V with the def2-TZVPD basis set.

Geometry (Å):
H 2.359 -1.131 0.241
C -1.704 -0.459 0.234
H -1.588 -1.521 0.357
H 1.003 2.026 -0.556
H -1.968 1.305 -0.889
C 1.299 -1.083 -0.022
O 1.554 1.254 -0.372
C -0.714 0.403 -0.033
H 1.191 -1.280 -1.092
H 0.820 0.467 1.384
C 0.759 0.299 0.294
H 0.758 -1.847 0.543
H -2.673 -0.029 0.478
O -1.096 1.597 -0.567

SMILES string: C=C(O)[C@@H](C)O
DFT total energy: -8371.41755 eV
HOMO-LUMO gap: 9.82 eV
ΔE to the lowest compared entry with this formula, charge and spin: 179.9 kJ/mol
Lowest unoccupied orbital energy: 0.861 eV
HOMO: -8.9629 eV

Charge distribution, natural (NBO) scheme, values in e: atom 1 (H): 0.22, atom 2 (C): -0.60, atom 3 (H): 0.22, atom 4 (H): 0.48, atom 5 (H): 0.50, atom 6 (C): -0.61, atom 7 (O): -0.71, atom 8 (C): 0.34, atom 9 (H): 0.22, atom 10 (H): 0.18, atom 11 (C): 0.04, atom 12 (H): 0.21, atom 13 (H): 0.20, atom 14 (O): -0.69

***

(4)
This record from OMol25 describes a structure of composition C30H32BCeFN13S in a non-equilibrium geometry. The level of theory is ωB97M-V with the def2-TZVPD basis set.

Geometry (Å):
C 1.774 2.768 -2.140
H -6.458 0.219 -1.543
N -0.593 -0.404 2.023
H -1.638 -3.063 3.589
H -2.788 -0.580 4.486
H -1.499 1.200 3.099
H 2.407 -0.760 -1.931
C -2.393 3.525 -2.367
H 3.023 -3.893 3.331
C -1.488 2.676 -1.474
C 0.327 -5.671 4.008
Ce -0.087 -0.157 -0.308
C 1.893 0.165 -2.286
H -2.047 4.585 -2.386
H 0.870 -5.257 -2.158
C 4.434 2.636 -3.121
H 3.925 0.373 2.972
C -6.068 -0.793 -1.339
C -5.228 -1.339 -2.477
N 0.402 -3.263 0.408
H -0.051 -2.822 -2.790
N -4.060 -0.533 -2.785
H 3.484 0.629 0.139
C 0.653 -4.553 -0.051
H 2.412 -5.899 4.866
H -1.683 4.610 2.564
H -2.383 4.476 0.221
B 0.644 -2.690 1.873
C 0.864 2.654 1.391
H 3.390 4.219 -0.572
C 1.743 3.150 -0.716
C 3.316 -0.164 2.297
C 2.350 3.868 -2.921
N 0.841 -3.859 2.828
C -1.463 -1.997 3.325
N 1.994 -1.856 1.688
H 0.339 3.343 3.256
H -5.731 -1.510 -3.410
N -1.338 1.407 -1.773
C 2.007 -4.310 3.439
H 4.436 0.494 -2.865
C -1.300 0.160 3.006
S -2.969 -0.804 -0.349
C -1.463 4.019 0.498
C -2.070 -0.755 3.694
H -4.852 -2.359 -2.282
C 2.563 -1.205 2.721
H -0.313 -6.380 4.414
N -2.203 0.724 -2.517
C 3.069 -0.088 0.828
H 1.194 -5.335 0.494
H 1.034 -0.167 -2.900
H 5.472 2.804 -3.373
C -1.051 4.157 1.788
C -0.709 3.261 -0.407
H 1.706 4.716 -3.031
H -3.862 -0.225 -3.760
N 2.668 3.760 -0.023
C -3.032 -0.213 -1.970
H -3.431 3.560 -1.961
H -5.486 -0.652 -0.450
H -6.973 -1.417 -1.327
F 4.332 4.849 -3.739
C 0.192 -3.231 -1.805
H 2.449 -1.542 3.783
C 0.086 3.419 2.250
H 0.716 2.612 -2.397
N -0.228 -4.657 3.296
C 3.678 3.814 -3.212
N 2.115 -0.955 0.510
C 3.925 1.487 -2.612
C 2.555 1.382 -2.250
C 0.516 -4.535 -1.451
H -2.383 3.094 -3.396
N 0.578 2.722 0.022
N -0.461 -1.747 2.371
N 0.058 -2.475 -0.659
C 1.675 -5.436 4.210
H 1.676 2.017 1.598

Net charge: +1
DFT total energy: -78147.82557 eV
HOMO-LUMO gap (spin up / spin down): 4.50 / 4.54 eV
Lowest unoccupied orbital energy (spin up / spin down): -4.387 / -4.298 eV
HOMO (spin up / spin down): -8.8866 / -8.8424 eV

Charge distribution, Löwdin scheme, values in e: atom 1 (C): -0.18, atom 2 (H): 0.08, atom 3 (N): -0.12, atom 4 (H): 0.12, atom 5 (H): 0.11, atom 6 (H): 0.11, atom 7 (H): 0.08, atom 8 (C): -0.01, atom 9 (H): 0.12, atom 10 (C): -0.28, atom 11 (C): -0.13, atom 12 (Ce): 1.04, atom 13 (C): -0.04, atom 14 (H): 0.09, atom 15 (H): 0.10, atom 16 (C): 0.03, atom 17 (H): 0.09, atom 18 (C): -0.10, atom 19 (C): -0.27, atom 20 (N): 0.04, atom 21 (H): 0.13, atom 22 (N): -0.03, atom 23 (H): 0.10, atom 24 (C): 0.01, atom 25 (H): 0.10, atom 26 (H): 0.12, atom 27 (H): 0.12, atom 28 (B): -0.66, atom 29 (C): -0.09, atom 30 (H): 0.07, atom 31 (C): -0.29, atom 32 (C): -0.01, atom 33 (C): 0.06, atom 34 (N): 0.00, atom 35 (C): 0.03, atom 36 (N): 0.07, atom 37 (H): 0.09, atom 38 (H): 0.11, atom 39 (N): -0.19, atom 40 (C): -0.07, atom 41 (H): 0.16, atom 42 (C): -0.13, atom 43 (S): 0.69, atom 44 (C): -0.02, atom 45 (C): 0.00, atom 46 (H): 0.12, atom 47 (C): -0.11, atom 48 (H): 0.09, atom 49 (N): -0.03, atom 50 (C): -0.08, atom 51 (H): 0.14, atom 52 (H): 0.09, atom 53 (H): 0.14, atom 54 (C): -0.05, atom 55 (C): -0.13, atom 56 (H): 0.14, atom 57 (H): 0.16, atom 58 (N): 0.23, atom 59 (C): -0.76, atom 60 (H): 0.10, atom 61 (H): 0.00, atom 62 (H): 0.08, atom 63 (F): 0.09, atom 64 (C): -0.09, atom 65 (H): 0.16, atom 66 (C): -0.03, atom 67 (H): 0.13, atom 68 (N): 0.06, atom 69 (C): -0.29, atom 70 (N): -0.06, atom 71 (C): -0.04, atom 72 (C): -0.19, atom 73 (C): -0.04, atom 74 (H): 0.09, atom 75 (N): -0.04, atom 76 (N): 0.04, atom 77 (N): -0.14, atom 78 (C): -0.07, atom 79 (H): 0.09

***

(5)
This record from OMol25 describes a cluster of 2 separate species, C2H5O2S in total in a non-equilibrium geometry. The level of theory is ωB97M-V with the def2-TZVPD basis set.

Geometry (Å):
H 0.921 -0.467 -0.166
O -1.813 -0.886 1.313
H -0.441 1.808 -2.094
C -0.520 0.910 -1.474
S 1.252 0.458 -1.225
H -0.923 1.200 -0.498
H -1.199 0.089 -1.714
H -0.669 -0.108 2.833
C -0.724 -0.624 1.836
O 0.442 -0.816 1.382

Net charge: -1
DFT total energy: -17086.51187 eV
HOMO-LUMO gap: 8.21 eV
ΔE to the lowest compared entry with this formula, charge and spin: 60.6 kJ/mol
Lowest unoccupied orbital energy: 3.797 eV
HOMO: -4.4177 eV

Charge distribution, natural (NBO) scheme, values in e: atom 1 (H): 0.26, atom 2 (O): -0.75, atom 3 (H): 0.20, atom 4 (C): -0.73, atom 5 (S): -0.25, atom 6 (H): 0.22, atom 7 (H): 0.22, atom 8 (H): 0.01, atom 9 (C): 0.64, atom 10 (O): -0.80

***

(6)
This record from OMol25 describes a structure of composition C6H16ClIN2OPSV in a non-equilibrium geometry. The level of theory is ωB97M-V with the def2-TZVPD basis set.

Geometry (Å):
H 3.317 -2.435 -0.683
H -0.270 -0.827 -2.333
H 3.492 -0.273 -2.248
H -1.899 -0.305 -1.767
H 3.253 -0.241 1.542
C -0.747 -1.496 0.273
P 1.909 -0.482 -0.456
H -0.715 0.914 -2.342
I 0.107 0.090 2.782
H -4.853 1.750 0.052
C 3.245 0.233 0.552
H 2.241 1.027 -2.311
H 3.083 1.313 0.664
N -3.228 1.124 2.729
H -5.462 1.451 1.647
C 2.420 -0.044 -2.149
H 1.835 -0.618 -2.879
H -4.024 0.928 3.328
C -3.413 1.396 1.438
H -2.293 0.959 3.108
C -0.831 -0.045 -1.812
H 1.589 -2.841 -0.992
O -1.088 -2.613 0.369
H 2.153 -2.609 0.681
Cl 0.825 2.330 -0.344
C 2.278 -2.267 -0.356
V -0.279 0.320 0.151
H 4.188 0.040 0.018
S -2.149 1.777 0.341
N -4.685 1.441 0.998

Net charge: +3
Spin multiplicity: 2
DFT total energy: -77911.78870 eV
HOMO-LUMO gap (spin up / spin down): 7.30 / 5.76 eV
Lowest unoccupied orbital energy (spin up / spin down): -13.962 / -15.398 eV
HOMO (spin up / spin down): -21.2657 / -21.1558 eV

Charge distribution, natural (NBO) scheme, values in e: atom 1 (H): 0.31, atom 2 (H): 0.25, atom 3 (H): 0.30, atom 4 (H): 0.27, atom 5 (H): 0.27, atom 6 (C): 0.53, atom 7 (P): 1.17, atom 8 (H): 0.29, atom 9 (I): 0.58, atom 10 (H): 0.45, atom 11 (C): -0.94, atom 12 (H): 0.27, atom 13 (H): 0.27, atom 14 (N): -0.70, atom 15 (H): 0.46, atom 16 (C): -0.94, atom 17 (H): 0.27, atom 18 (H): 0.46, atom 19 (C): 0.32, atom 20 (H): 0.41, atom 21 (C): -0.78, atom 22 (H): 0.27, atom 23 (O): -0.27, atom 24 (H): 0.26, atom 25 (Cl): 0.04, atom 26 (C): -0.96, atom 27 (V): 0.16, atom 28 (H): 0.30, atom 29 (S): 0.35, atom 30 (N): -0.68